(1)
246
Properties=species:S:1:pos:R:3 method="wB97M-V/def2-TZVPD" spin_multiplicity=1 total_charge=+2 energy_ha=-4797.2080 e_lumo_ev=-3.218 orbital_gap_ev=7.004
C -1.874 -6.318 3.987
C -1.528 -5.753 5.317
C -0.525 -4.616 5.472
C 0.935 -4.950 5.476
N 1.812 -3.950 6.317
C 3.184 -4.595 6.626
C 3.706 -3.762 7.847
C 2.512 -3.028 8.467
C 1.337 -3.702 7.758
C 2.129 -2.578 5.549
H -2.343 -5.495 3.448
H -2.559 -7.164 4.017
H -0.979 -6.538 3.406
H -1.043 -6.571 5.850
H -2.432 -5.534 5.885
H -0.751 -4.164 6.438
H -0.730 -3.910 4.668
H 1.358 -4.930 4.471
H 1.253 -5.956 5.750
H 3.848 -4.361 5.793
H 3.057 -5.644 6.893
H 4.485 -3.068 7.530
H 4.180 -4.412 8.582
H 2.407 -1.996 8.131
H 2.563 -3.086 9.555
H 0.502 -3.002 7.780
H 1.154 -4.687 8.185
H 1.162 -2.076 5.536
H 2.440 -2.680 4.509
H 2.808 -1.954 6.130
C -5.291 3.231 -7.195
C -4.927 4.716 -7.195
C -4.175 5.131 -5.928
C -4.987 4.913 -4.604
N -4.237 5.306 -3.343
C -2.790 4.756 -3.177
C -2.486 4.828 -1.664
C -3.864 4.823 -0.943
C -4.937 4.800 -2.001
C -4.182 6.903 -3.280
H -5.988 2.823 -6.463
H -4.427 2.589 -7.021
H -5.675 2.952 -8.177
H -5.858 5.276 -7.284
H -4.376 4.996 -8.093
H -4.047 6.213 -5.960
H -3.169 4.723 -5.836
H -5.250 3.858 -4.517
H -5.935 5.451 -4.622
H -2.135 5.323 -3.838
H -2.844 3.700 -3.442
H -1.896 5.739 -1.561
H -1.913 3.958 -1.342
H -3.907 5.697 -0.293
H -3.860 3.963 -0.273
H -5.746 5.486 -1.750
H -5.275 3.781 -2.189
H -3.630 7.290 -4.136
H -3.711 7.276 -2.370
H -5.224 7.221 -3.326
C -4.354 -4.387 -0.502
C -5.049 -3.086 -0.256
C -5.620 -3.129 1.197
C -4.560 -2.867 2.244
N -4.997 -2.929 3.742
C -6.162 -1.943 4.051
C -5.647 -0.768 4.927
C -4.189 -0.841 4.713
C -3.880 -2.341 4.685
C -5.353 -4.377 4.210
H -5.039 -5.208 -0.291
H -3.632 -4.476 0.310
H -3.928 -4.547 -1.492
H -5.767 -2.919 -1.059
H -4.455 -2.189 -0.433
H -6.167 -4.051 1.390
H -6.364 -2.335 1.266
H -4.093 -1.904 2.035
H -3.804 -3.650 2.184
H -7.043 -2.489 4.390
H -6.498 -1.534 3.098
H -5.996 -0.976 5.939
H -6.166 0.087 4.494
H -3.679 -0.427 5.583
H -3.876 -0.260 3.845
H -4.182 -2.657 5.683
H -2.886 -2.667 4.378
H -5.768 -4.418 5.217
H -4.433 -4.958 4.149
H -6.132 -4.876 3.633
C -1.794 -2.618 -2.447
C -1.586 -2.064 -3.916
C -2.988 -2.105 -4.698
C -2.745 -1.728 -6.143
N -4.040 -1.819 -6.997
C -4.807 -3.146 -6.961
C -5.184 -3.434 -8.427
C -3.808 -3.079 -9.102
C -3.545 -1.747 -8.440
C -5.055 -0.633 -6.786
H -0.934 -2.729 -1.786
H -2.175 -3.639 -2.467
H -2.597 -2.021 -2.016
H -0.906 -2.555 -4.612
H -1.257 -1.025 -3.940
H -3.635 -1.377 -4.208
H -3.477 -3.075 -4.609
H -2.001 -2.408 -6.557
H -2.341 -0.743 -6.377
H -5.576 -3.115 -6.190
H -4.023 -3.834 -6.646
H -5.959 -2.697 -8.636
H -5.556 -4.445 -8.593
H -3.852 -2.921 -10.179
H -3.024 -3.835 -9.052
H -4.052 -0.962 -9.000
H -2.504 -1.439 -8.537
H -4.689 0.378 -6.966
H -5.450 -0.632 -5.770
H -5.887 -0.706 -7.487
C 7.839 -0.269 -3.694
C 8.346 -1.577 -2.982
C 7.876 -1.644 -1.519
C 6.355 -1.589 -1.357
N 5.851 -1.638 0.123
C 6.328 -2.971 0.820
C 5.087 -3.660 1.545
C 3.931 -2.640 1.372
C 4.312 -1.688 0.177
C 6.408 -0.401 0.870
H 7.881 0.571 -3.000
H 6.811 -0.419 -4.023
H 8.489 0.066 -4.502
H 9.434 -1.525 -2.927
H 8.121 -2.445 -3.601
H 8.415 -0.910 -0.920
H 8.260 -2.553 -1.058
H 5.800 -2.473 -1.668
H 5.904 -0.765 -1.910
H 7.184 -2.732 1.451
H 6.683 -3.711 0.102
H 5.250 -3.872 2.601
H 4.821 -4.639 1.147
H 3.734 -2.121 2.310
H 3.020 -3.193 1.146
H 3.880 -0.688 0.198
H 3.936 -2.233 -0.689
H 6.097 0.406 0.207
H 7.489 -0.480 0.987
H 6.039 -0.362 1.895
C 6.034 3.052 -5.893
C 6.115 3.427 -4.439
C 4.973 2.973 -3.566
C 3.694 3.697 -3.958
N 2.356 3.386 -3.255
C 1.836 2.068 -3.733
C 0.729 2.373 -4.723
C 0.040 3.664 -4.177
C 1.228 4.439 -3.656
C 2.506 3.292 -1.737
H 5.477 3.751 -6.517
H 5.586 2.070 -6.048
H 7.043 2.932 -6.288
H 6.339 4.473 -4.231
H 7.015 2.923 -4.088
H 5.201 3.271 -2.543
H 4.883 1.893 -3.683
H 3.432 3.584 -5.010
H 3.770 4.779 -3.851
H 1.465 1.392 -2.962
H 2.650 1.548 -4.239
H 0.044 1.544 -4.898
H 1.095 2.589 -5.726
H -0.655 3.450 -3.365
H -0.442 4.286 -4.932
H 1.102 5.129 -2.821
H 1.571 5.154 -4.404
H 3.167 4.065 -1.345
H 3.095 2.394 -1.549
H 1.481 3.318 -1.368
C 2.458 2.560 4.718
N 3.739 2.748 5.612
C 4.594 1.611 5.141
C 4.380 4.120 5.301
C 3.251 2.484 7.062
C 4.228 2.919 8.185
O 5.408 2.193 8.088
H 2.770 2.836 3.711
H 1.820 3.402 4.987
H 1.974 1.583 4.726
H 4.199 0.659 5.496
H 5.582 1.765 5.574
H 4.660 1.513 4.057
H 3.591 4.863 5.414
H 4.805 4.124 4.298
H 5.194 4.285 6.008
H 2.949 1.446 7.203
H 2.343 3.077 7.172
H 3.698 2.710 9.115
H 4.412 3.990 8.102
H 6.085 2.688 8.556
C 1.103 0.215 2.447
N 0.017 0.072 1.347
C 0.708 -0.704 0.220
C -1.099 -0.854 1.909
C -0.631 1.400 1.004
C -1.387 1.280 -0.335
O -0.385 1.317 -1.356
H 0.596 0.371 3.400
H 1.803 1.006 2.179
H 1.729 -0.676 2.493
H 0.949 -1.699 0.594
H 1.597 -0.173 -0.119
H 0.037 -0.852 -0.626
H -0.484 -1.698 2.221
H -1.697 -1.288 1.107
H -1.623 -0.415 2.758
H 0.054 2.223 1.208
H -1.370 1.480 1.802
H -2.197 1.985 -0.524
H -2.024 0.398 -0.282
H -0.829 1.328 -2.206
N -0.277 -4.708 1.568
O -1.388 -4.169 1.502
O -0.071 -5.772 1.038
O 0.687 -4.106 2.060
N -0.043 0.701 6.270
O -0.065 1.901 6.528
O 0.879 0.003 6.721
O -0.808 0.243 5.498
N -3.263 1.263 -4.209
O -4.441 1.141 -4.089
O -2.802 1.602 -5.296
O -2.522 1.248 -3.234
N 0.933 4.839 0.681
O 1.483 4.513 1.750
O 1.480 5.560 -0.157
O -0.314 4.618 0.505
N -4.612 1.353 1.800
O -3.869 2.034 2.511
O -4.131 0.517 1.004
O -5.831 1.598 1.852
N 4.870 2.596 1.127
O 5.201 2.782 -0.021
O 3.990 1.838 1.410
O 5.333 3.377 1.982

***

(2)
239
Properties=species:S:1:pos:R:3 method="wB97M-V/def2-TZVPD" e_above_lowest_kcal_mol=121.8 spin_multiplicity=1 energy_ha=-3959.7372 e_lumo_ev=0.505 smiles=CC1(C)CCCC(C)(C)N1O.CC1(C)CCCC(C)(C)N1O.CC1(C)CCCC(C)(C)N1O.CC1(C)CCCC(C)(C)N1O.COC[C@H](C)N.COC[C@H](C)N.COC[C@H](C)N.COC[C@H](C)N.COC[C@H](C)N.COC[C@H](C)N.COC[C@H](C)N orbital_gap_ev=8.376
C 4.855 2.149 -3.673
C 4.697 3.621 -4.139
C 3.197 3.888 -4.550
C 2.176 3.903 -3.450
C 2.546 4.915 -2.432
C 4.152 4.856 -1.993
N 5.070 4.631 -3.147
O 6.498 4.845 -2.899
C 4.582 6.170 -1.344
C 4.289 3.795 -0.877
C 5.534 3.858 -5.375
H 4.576 1.488 -4.494
H 4.129 1.959 -2.883
H 5.889 1.931 -3.407
H 3.150 4.689 -5.287
H 2.757 3.005 -5.013
H 2.088 2.931 -2.965
H 1.180 4.010 -3.881
H 1.921 4.689 -1.568
H 2.255 5.855 -2.900
H 5.563 6.237 -0.875
H 4.565 6.960 -2.095
H 3.879 6.391 -0.541
H 5.331 3.489 -0.791
H 4.027 4.158 0.117
H 3.688 2.913 -1.100
H 5.115 3.358 -6.248
H 6.510 3.418 -5.169
H 5.668 4.926 -5.548
H 6.487 5.804 -2.946
C 8.667 -0.947 2.836
C 7.537 -0.032 2.424
C 7.752 0.274 0.896
C 6.538 0.732 0.136
C 5.499 -0.329 0.355
C 5.002 -0.481 1.786
N 6.237 -0.730 2.592
O 5.934 -1.037 3.888
C 4.165 0.717 2.278
C 4.125 -1.777 1.899
C 7.560 1.316 3.141
H 9.566 -0.331 2.850
H 8.832 -1.854 2.255
H 8.511 -1.362 3.832
H 8.479 1.067 0.721
H 8.164 -0.659 0.512
H 6.579 0.656 -0.951
H 6.184 1.752 0.290
H 5.917 -1.250 -0.052
H 4.706 -0.072 -0.347
H 4.004 0.707 3.356
H 4.694 1.664 2.170
H 3.173 0.828 1.839
H 4.679 -2.712 1.802
H 3.603 -1.859 2.852
H 3.398 -1.789 1.087
H 7.320 1.094 4.180
H 6.831 2.020 2.738
H 8.565 1.733 3.093
H 6.325 -1.914 3.876
C -6.210 1.421 2.429
C -5.328 1.211 3.693
C -5.080 2.622 4.382
C -6.246 3.181 5.115
C -6.845 2.179 6.119
C -7.128 0.759 5.510
N -6.102 0.293 4.553
O -6.237 -1.048 4.076
C -7.219 -0.158 6.750
C -8.519 0.765 4.795
C -3.981 0.581 3.362
H -7.042 2.122 2.506
H -6.673 0.505 2.062
H -5.590 1.828 1.630
H -4.167 2.574 4.975
H -4.946 3.399 3.630
H -6.992 3.588 4.434
H -5.821 3.993 5.706
H -7.813 2.596 6.398
H -6.203 2.032 6.988
H -8.118 -0.012 7.349
H -7.307 -1.219 6.513
H -6.392 0.021 7.436
H -8.382 1.329 3.873
H -8.873 -0.229 4.525
H -9.306 1.213 5.402
H -3.547 0.267 4.311
H -3.279 1.299 2.939
H -3.916 -0.224 2.629
H -5.449 -1.441 4.459
C -2.161 1.063 -0.598
C -0.724 0.632 -0.326
C -0.849 -0.566 0.713
C 0.483 -1.366 0.812
C 0.734 -1.881 -0.634
C 0.860 -0.870 -1.747
N -0.195 0.184 -1.605
O -0.041 1.212 -2.543
C 2.306 -0.348 -1.759
C 0.693 -1.626 -3.096
C 0.200 1.780 0.279
H -2.715 0.995 0.338
H -2.554 0.446 -1.406
H -2.291 2.079 -0.968
H -0.967 -0.086 1.684
H -1.667 -1.240 0.457
H 0.243 -2.138 1.543
H 1.380 -0.856 1.163
H -0.080 -2.587 -0.800
H 1.605 -2.536 -0.627
H 2.963 -1.157 -2.078
H 2.521 0.450 -2.469
H 2.627 -0.073 -0.755
H 1.448 -2.387 -3.293
H -0.248 -2.170 -3.170
H 0.692 -0.928 -3.933
H 0.366 2.680 -0.314
H 1.183 1.355 0.480
H -0.181 2.104 1.247
H -0.555 0.877 -3.281
C 4.345 -2.123 -5.136
C 5.441 -3.017 -4.623
C 4.990 -4.513 -4.334
O 4.012 -4.482 -3.288
C 4.429 -3.973 -1.983
N 6.609 -3.013 -5.486
H 3.627 -1.938 -4.337
H 3.800 -2.540 -5.983
H 4.741 -1.164 -5.470
H 5.761 -2.505 -3.715
H 5.810 -5.155 -4.012
H 4.714 -5.040 -5.247
H 5.363 -4.430 -1.657
H 3.771 -4.078 -1.120
H 4.642 -2.905 -2.028
H 7.030 -2.095 -5.523
H 7.300 -3.577 -5.012
C -2.181 4.281 4.005
C -1.856 5.012 2.660
C -3.058 4.871 1.674
O -2.588 5.419 0.472
C -3.290 5.150 -0.711
N -1.645 6.444 2.981
H -3.034 4.670 4.561
H -1.333 4.358 4.685
H -2.261 3.207 3.838
H -0.934 4.629 2.222
H -3.980 5.303 2.062
H -3.244 3.801 1.582
H -4.098 5.864 -0.548
H -3.705 4.187 -1.005
H -2.533 5.482 -1.422
H -1.891 6.813 2.073
H -2.442 6.719 3.537
C -2.119 -4.557 1.421
C -1.866 -5.481 2.640
C -0.609 -5.110 3.444
O 0.460 -4.994 2.542
C 1.721 -4.528 3.069
N -3.031 -5.340 3.433
H -2.345 -3.564 1.810
H -3.013 -4.825 0.858
H -1.214 -4.409 0.832
H -1.817 -6.509 2.281
H -0.496 -5.825 4.259
H -0.725 -4.098 3.831
H 2.193 -5.063 3.892
H 1.666 -3.487 3.387
H 2.375 -4.425 2.202
H -3.791 -5.628 2.833
H -3.005 -6.153 4.031
C -2.865 -5.979 -1.828
C -2.102 -4.903 -2.512
C -1.174 -5.344 -3.644
O -0.031 -6.033 -3.241
C 0.868 -5.401 -2.353
N -3.103 -4.108 -3.111
H -3.588 -6.489 -2.465
H -3.404 -5.453 -1.040
H -2.269 -6.775 -1.381
H -1.433 -4.380 -1.830
H -0.798 -4.507 -4.233
H -1.699 -5.993 -4.344
H 0.590 -5.409 -1.300
H 1.137 -4.383 -2.637
H 1.806 -5.954 -2.397
H -3.831 -3.938 -2.432
H -3.584 -4.689 -3.783
C -6.792 1.128 -2.281
C -5.588 0.153 -2.666
C -5.970 -1.320 -2.309
O -6.148 -1.461 -0.880
C -4.973 -1.702 -0.117
N -5.384 0.257 -4.137
H -7.766 0.852 -2.685
H -6.492 2.132 -2.581
H -6.993 1.087 -1.210
H -4.644 0.421 -2.191
H -5.239 -1.969 -2.792
H -6.881 -1.535 -2.867
H -4.615 -2.729 -0.177
H -5.319 -1.448 0.885
H -4.201 -0.976 -0.374
H -5.003 1.144 -4.435
H -4.589 -0.323 -4.363
C -3.458 -1.850 -6.141
C -2.405 -1.220 -5.251
C -2.119 0.239 -5.644
O -0.904 0.674 -5.048
C -0.181 1.736 -5.666
N -2.773 -1.302 -3.821
H -4.410 -1.322 -6.194
H -3.806 -2.826 -5.801
H -3.095 -1.913 -7.167
H -1.463 -1.769 -5.242
H -2.928 0.911 -5.358
H -2.052 0.288 -6.731
H -0.505 2.703 -5.282
H -0.337 1.645 -6.741
H 0.890 1.682 -5.470
H -1.979 -0.880 -3.360
H -2.779 -2.275 -3.548
C -0.054 -1.421 4.489
C -0.324 -0.353 5.622
C -0.443 0.981 4.832
O 0.850 1.383 4.314
C 1.162 2.739 4.199
N -1.479 -0.745 6.370
H 0.693 -1.156 3.741
H -0.972 -1.404 3.902
H 0.160 -2.422 4.864
H 0.539 -0.199 6.269
H -0.835 1.728 5.523
H -1.167 0.961 4.017
H 1.270 3.231 5.165
H 0.458 3.312 3.595
H 2.098 2.820 3.646
H -2.180 -0.711 5.643
H -1.374 -1.660 6.784

***

Highest occupied orbital energy values (in hartree) by entry order: -0.376; -0.289.